[1]
C29H46N4P2SSeV | ωB97M-V with the def2-TZVPD basis set

Atoms and positions in Å:
V -0.09 -0.44 0.56
C -1.78 2.84 0.62
P -0.59 1.76 -0.24
C -1.21 1.88 -1.95
C 0.96 2.74 -0.24
C 0.99 4.13 -0.20
C 2.19 4.80 -0.19
C 3.39 4.10 -0.22
C 3.38 2.71 -0.27
C 2.17 2.03 -0.28
P 2.02 0.22 -0.38
C 2.17 -0.19 -2.15
C 3.58 -0.42 0.30
H -1.42 3.10 1.62
H -2.72 2.31 0.72
H -1.97 3.76 0.07
H -1.00 2.86 -2.37
H -2.29 1.74 -1.95
H -0.78 1.12 -2.60
H 0.06 4.69 -0.17
H 2.21 5.88 -0.15
H 4.33 4.63 -0.21
H 4.32 2.18 -0.30
H 3.14 0.14 -2.53
H 1.39 0.31 -2.71
H 2.08 -1.27 -2.30
H 4.44 -0.10 -0.29
H 3.56 -1.51 0.30
H 3.73 -0.07 1.33
C -4.91 -2.76 -2.33
C -5.01 -3.27 -0.89
C -5.38 -2.17 0.10
C -4.27 -1.17 0.38
N -3.15 -1.80 1.10
C -1.95 -2.13 0.60
Se -1.28 -1.75 -1.13
N -1.21 -2.70 1.60
C 0.12 -3.32 1.46
C 0.12 -4.64 0.71
C -0.77 -5.73 1.31
C -2.23 -5.67 0.89
C -1.98 -2.75 2.75
C -1.71 -3.27 4.02
C -2.72 -3.16 4.95
C -3.95 -2.54 4.64
C -4.21 -2.04 3.39
C -3.20 -2.17 2.44
H -4.68 -3.57 -3.02
H -4.15 -2.00 -2.45
H -5.86 -2.33 -2.65
H -4.08 -3.75 -0.59
H -5.77 -4.05 -0.84
H -5.73 -2.60 1.05
H -6.23 -1.60 -0.29
H -4.61 -0.35 1.01
H -3.85 -0.75 -0.53
H 0.48 -3.43 2.48
H 0.81 -2.61 0.96
H 1.16 -4.97 0.69
H -0.15 -4.46 -0.34
H -0.67 -5.73 2.40
H -0.36 -6.70 0.99
H -2.76 -4.80 1.29
H -2.77 -6.55 1.23
H -2.32 -5.64 -0.20
H -0.78 -3.77 4.25
H -2.58 -3.57 5.94
H -4.71 -2.48 5.41
H -5.17 -1.58 3.16
S -0.33 0.57 2.72
C 0.37 -0.36 4.02
N 1.55 -0.98 3.90
C 2.23 -1.65 5.02
C 1.79 -1.02 6.33
C 0.27 -1.01 6.40
N -0.26 -0.40 5.17
H 2.07 -0.77 3.07
H 3.30 -1.54 4.86
H 1.99 -2.72 4.99
H 2.17 0.00 6.39
H 2.20 -1.58 7.17
H -0.09 -0.43 7.24
H -0.13 -2.03 6.48
H -1.16 0.06 5.20

- F_max (hartree/bohr) = 0.0117
- energy above the lowest of the compared OMol25 structures with the same formula, charge and spin (eV) = 0.000
- spin multiplicity = 2
- charge = +2
- E_tot (eV) = -157216.7139

Here are the Löwdin charges for atoms 1 to 8, given in e:
1 V -0.09
2 C -0.26
3 P 0.77
4 C -0.23
5 C -0.36
6 C -0.06
7 C -0.04
8 C -0.04


[2]
C29H46P2PtTe | ωB97M-V with the def2-TZVPD basis set

Atoms and positions in Å:
Pt 0.41 1.41 -1.23
C -0.56 0.74 2.24
C 0.67 0.99 1.62
C -0.67 2.87 1.43
C -1.41 1.88 2.07
C 0.58 2.27 0.88
C -0.89 -0.38 3.15
H 0.00 -0.92 3.49
H -1.58 -1.11 2.71
H -1.37 0.02 4.05
C -2.78 2.06 2.61
H -3.05 1.25 3.30
H -3.49 2.04 1.77
H -2.91 3.03 3.12
C -0.94 4.31 1.36
H -1.98 4.52 1.60
H -0.74 4.68 0.35
H -0.32 4.90 2.04
C 1.76 3.13 0.64
H 2.11 3.62 1.56
H 1.49 3.90 -0.10
H 2.58 2.55 0.21
C 1.95 0.35 1.96
H 2.34 0.82 2.87
H 2.69 0.47 1.17
H 1.84 -0.71 2.18
C -1.43 -3.52 1.23
C -1.07 -4.03 2.41
C 0.32 -4.22 2.90
C 1.25 -5.02 1.97
C 2.17 -4.20 1.09
C 1.99 -2.90 0.76
C 0.67 -2.27 0.44
C -0.52 -3.18 0.10
H 0.25 -4.76 3.85
H 0.72 -5.84 1.46
H 0.79 -3.26 3.15
H -0.17 -4.07 -0.41
H -2.49 -3.48 0.97
H -1.86 -4.27 3.13
H -1.12 -2.61 -0.62
H 0.39 -1.55 1.22
H 2.84 -2.24 0.73
H 0.80 -1.56 -0.41
H 1.96 -5.54 2.63
H 3.11 -4.71 0.84
P 1.46 -1.61 -2.50
C 0.82 -2.86 -3.70
C 3.15 -2.38 -2.43
P 2.05 1.18 -2.52
C 1.70 -0.22 -3.65
C 3.61 0.85 -1.61
C 2.33 2.44 -3.78
H 0.03 -2.41 -4.31
H 0.41 -3.73 -3.17
H 1.63 -3.20 -4.36
H 3.47 -2.59 -3.45
H 3.10 -3.33 -1.88
H 3.89 -1.76 -1.94
H 2.87 1.99 -4.63
H 2.89 3.30 -3.40
H 1.36 2.80 -4.14
H 0.70 -0.03 -4.08
H 2.47 -0.41 -4.42
H 4.16 1.78 -1.48
H 4.24 0.13 -2.16
H 3.44 0.45 -0.60
Te -1.37 2.86 -2.30
C -3.32 2.79 -1.42
C -3.66 3.83 -0.55
C -4.88 3.81 0.12
C -5.88 2.90 -0.25
C -5.57 1.91 -1.19
C -4.27 1.79 -1.69
H -2.93 4.63 -0.39
H -5.04 4.49 0.96
H -6.87 2.96 0.20
H -6.35 1.21 -1.49
H -3.94 0.93 -2.28

- F_max (hartree/bohr) = 0.0760
- energy above the lowest of the compared OMol25 structures with the same formula, charge and spin (eV) = 0.501
- spin multiplicity = 5
- charge = +2
- E_tot (eV) = -59917.1486

Here are the Löwdin charges for atoms 1 to 8, given in e:
1 Pt 0.47
2 C -0.14
3 C -0.17
4 C -0.17
5 C -0.13
6 C -0.37
7 C 0.00
8 H 0.09


[3]
C29H46P2TeY | ωB97M-V with the def2-TZVPD basis set

Atoms and positions in Å:
Y -0.87 -0.15 1.22
C 1.30 1.49 1.44
C 0.24 2.34 1.02
C -0.32 1.48 3.09
C 0.97 0.98 2.73
C -0.77 2.33 2.04
C 2.65 1.41 0.82
H 2.99 0.36 0.72
H 3.41 1.93 1.43
H 2.68 1.86 -0.18
C 1.91 0.25 3.61
H 2.96 0.44 3.32
H 1.75 -0.83 3.58
H 1.79 0.56 4.66
C -1.00 1.30 4.40
H -0.28 1.13 5.21
H -1.68 0.43 4.38
H -1.61 2.18 4.64
C -1.90 3.29 2.14
H -1.65 4.11 2.85
H -2.82 2.81 2.53
H -2.14 3.76 1.18
C 0.26 3.31 -0.11
H 0.34 4.34 0.27
H -0.64 3.25 -0.73
H 1.13 3.14 -0.76
C 3.14 -0.51 -2.71
C 3.07 0.44 -3.65
C 1.96 0.70 -4.64
C 0.86 -0.37 -4.74
C -0.27 -0.09 -3.74
C 0.12 0.37 -2.37
C 0.90 -0.61 -1.48
C 2.03 -1.38 -2.18
H 2.43 0.77 -5.64
H 1.28 -1.39 -4.65
H 1.51 1.69 -4.47
H 1.58 -2.01 -2.96
H 4.12 -0.75 -2.27
H 3.95 1.08 -3.82
H 2.46 -2.08 -1.45
H 1.33 -0.06 -0.62
H 0.49 1.41 -2.31
H 0.23 -1.39 -1.03
H 0.43 -0.33 -5.76
H -0.88 0.70 -4.22
P -1.50 -1.41 -3.33
C -0.86 -3.08 -3.48
C -2.70 -1.14 -4.67
P -1.67 0.52 -1.12
C -2.35 -1.08 -1.79
C -2.46 1.75 -2.22
C -3.06 0.66 0.34
H -0.40 -3.44 -2.54
H -0.12 -3.14 -4.29
H -1.70 -3.74 -3.73
H -3.13 -2.10 -4.98
H -2.18 -0.70 -5.54
H -3.50 -0.46 -4.35
H -3.93 0.16 -0.11
H -3.28 1.73 0.47
H -2.96 0.18 1.37
H -2.22 -1.94 -1.10
H -3.43 -0.97 -2.00
H -2.76 2.63 -1.62
H -3.38 1.35 -2.68
H -1.79 2.10 -3.01
Te -1.85 -2.35 2.82
C -0.21 -2.53 4.18
C -0.26 -1.96 5.46
C 0.87 -2.02 6.29
C 2.01 -2.72 5.88
C 2.04 -3.34 4.62
C 0.94 -3.23 3.76
H -1.17 -1.45 5.78
H 0.84 -1.55 7.27
H 2.87 -2.81 6.55
H 2.92 -3.91 4.31
H 0.93 -3.69 2.77

- F_max (hartree/bohr) = 0.0566
- energy above the lowest of the compared OMol25 structures with the same formula, charge and spin (eV) = 1.037
- spin multiplicity = 1
- charge = +1
- E_tot (eV) = -57726.0649

Here are the Löwdin charges for atoms 1 to 8, given in e:
1 Y 0.95
2 C -0.29
3 C -0.28
4 C -0.32
5 C -0.29
6 C -0.32
7 C -0.05
8 H 0.08


[4]
C29H47AlBr2LiMgNNaO11P | ωB97M-V with the def2-TZVPD basis set

Atoms and positions in Å:
C -0.59 -3.19 -3.52
O 0.09 -2.59 -2.49
C 1.01 -1.57 -2.87
C 0.70 -0.24 -2.13
C 0.43 1.00 -3.02
C -1.05 1.39 -3.32
P -2.13 1.42 -1.83
Br -3.07 -0.74 -2.25
C -1.55 3.15 -1.27
O -0.62 3.05 -0.20
C -1.14 2.99 1.06
C -2.43 2.61 1.39
C -2.87 2.54 2.71
C -4.26 2.08 3.05
C -1.99 2.89 3.73
C -0.69 3.27 3.40
C -0.25 3.32 2.10
C 1.18 3.69 1.74
C 1.30 4.92 0.79
C 2.07 3.93 2.96
H -1.09 -4.08 -3.11
H -1.38 -2.56 -3.94
H 0.08 -3.49 -4.37
H 1.99 -1.91 -2.56
H 1.02 -1.43 -3.96
H 1.66 0.00 -1.52
H -0.07 -0.46 -1.43
H 0.89 0.79 -3.98
H 0.98 1.86 -2.62
H -1.07 2.35 -3.85
H -1.47 0.67 -4.03
H -3.45 1.90 -1.94
H -1.74 0.93 -0.57
H -1.03 3.67 -2.08
H -2.38 3.81 -0.99
H -3.15 2.35 0.63
H -4.72 2.67 3.84
H -4.19 1.05 3.41
H -4.89 2.02 2.16
H -2.34 2.84 4.75
H -0.04 3.51 4.23
H 1.62 2.84 1.21
H 2.11 5.55 1.15
H 1.54 4.58 -0.21
H 0.40 5.54 0.82
H 3.11 4.12 2.67
H 2.11 3.06 3.63
H 1.73 4.80 3.52
Li -0.84 -5.55 -4.34
Br 1.19 -0.30 0.37
C 1.28 -5.09 -0.44
C 0.61 -6.42 -0.87
C 1.08 -7.54 0.07
O 0.98 -6.67 -2.14
H 2.36 -5.14 -0.50
H 0.94 -4.26 -1.08
H 1.01 -4.83 0.60
H -0.50 -6.29 -0.66
H 2.16 -7.66 0.02
H 0.61 -8.48 -0.19
H 0.81 -7.32 1.12
Na 0.68 -5.74 -6.91
O -6.71 -1.58 -4.14
C -6.53 -1.43 -2.93
C -8.33 -1.15 -2.18
O -8.15 -0.99 -0.98
H -5.99 -0.54 -2.57
H -6.16 -2.28 -2.33
H -8.83 -2.06 -2.55
H -8.67 -0.31 -2.81
Al -0.72 -4.05 0.85
C -4.38 -2.13 0.39
O -3.69 -3.13 -0.19
H -5.27 -2.44 0.99
H -3.81 -1.49 1.11
H -4.82 -1.38 -0.31
C 4.09 0.33 3.52
C 3.61 1.10 2.47
C 4.42 2.04 1.86
C 5.72 2.19 2.30
C 6.22 1.44 3.36
C 5.39 0.51 3.96
N 6.60 3.16 1.64
O 6.13 3.82 0.73
O 7.75 3.25 2.03
H 3.45 -0.40 3.98
H 2.60 0.97 2.10
H 4.05 2.63 1.04
H 7.23 1.57 3.70
H 5.77 -0.09 4.78
Mg 3.11 4.43 5.45
C 5.78 -0.35 -0.32
O 5.32 0.74 -0.66
O 5.53 -0.93 0.78
O 6.54 -1.06 -1.02

- F_max (hartree/bohr) = 0.1094
- spin multiplicity = 1
- charge = 0
- E_tot (eV) = -220861.9212

Here are the Löwdin charges for atoms 1 to 8, given in e:
1 C -0.21
2 O -0.22
3 C -0.18
4 C -0.42
5 C -0.21
6 C -0.36
7 P 0.62
8 Br 0.34


[5]
C29H47BClO6P | ωB97M-V with the def2-TZVPD basis set

Atoms and positions in Å:
C -1.49 5.48 2.82
C -0.81 5.16 1.88
C 0.12 4.88 0.74
C -0.35 3.73 -0.21
O -1.74 3.66 -0.41
C -2.25 4.77 -1.14
B -3.80 4.93 -0.68
O -4.16 5.21 0.63
O -4.83 4.82 -1.60
C -5.92 4.01 -1.14
C 0.15 2.34 0.38
C 0.98 1.67 -0.80
C 2.52 1.78 -0.62
C 3.28 0.66 -1.42
C 3.22 -0.67 -0.63
C 4.02 -1.85 -1.28
C 3.09 -3.10 -1.31
C 3.79 -4.41 -1.80
C 2.78 -5.15 -2.74
C 2.90 -6.71 -2.70
C 3.82 -7.33 -3.79
C 3.64 -6.75 -5.21
C 4.26 -7.62 -6.34
O -0.93 1.45 0.66
C -0.81 0.74 1.88
C -1.83 -0.44 1.79
C -1.22 1.55 3.16
C -2.62 2.19 3.07
O -2.96 2.85 2.11
C -3.65 2.07 4.20
C -4.97 1.85 3.78
C -6.01 1.76 4.70
C -5.71 1.90 6.06
C -4.39 2.10 6.48
C -3.34 2.20 5.56
P 0.91 -0.09 2.11
O 0.79 -1.69 1.68
Cl 1.31 -0.07 4.18
H -1.97 5.83 3.72
H 0.21 5.81 0.14
H 1.13 4.70 1.15
H 0.11 3.93 -1.20
H -1.77 5.74 -0.91
H -2.28 4.58 -2.23
H -3.69 6.00 0.94
H -6.70 4.06 -1.93
H -5.66 2.94 -1.02
H -6.39 4.40 -0.23
H 0.79 2.60 1.24
H 0.73 0.59 -0.76
H 0.65 2.02 -1.79
H 2.77 1.62 0.44
H 2.85 2.78 -0.95
H 2.79 0.58 -2.41
H 4.36 0.92 -1.54
H 2.16 -0.98 -0.61
H 3.51 -0.48 0.42
H 4.88 -2.06 -0.61
H 4.34 -1.58 -2.30
H 2.29 -2.86 -2.04
H 2.59 -3.22 -0.33
H 4.72 -4.13 -2.32
H 3.99 -5.02 -0.90
H 1.78 -4.91 -2.33
H 2.80 -4.72 -3.75
H 1.89 -7.15 -2.68
H 3.35 -6.96 -1.71
H 3.56 -8.41 -3.84
H 4.88 -7.32 -3.44
H 2.58 -6.50 -5.39
H 4.16 -5.77 -5.22
H 5.17 -8.15 -5.98
H 3.49 -8.32 -6.70
H 4.55 -6.95 -7.17
H -2.86 -0.07 1.65
H -1.54 -1.07 0.93
H -1.73 -1.10 2.67
H -1.27 0.82 3.99
H -0.43 2.30 3.38
H -5.18 1.75 2.71
H -7.03 1.63 4.30
H -6.54 1.85 6.77
H -4.26 2.22 7.56
H -2.31 2.38 5.89
H 0.51 -1.76 0.75

- SMILES = C#CC[C@H](OCB(O)OC)[C@H](CCCCCCCCCCCC)O[C@](C)(CC(=O)c1ccccc1)P(O)Cl
- F_max (hartree/bohr) = 0.0635
- spin multiplicity = 1
- charge = 0
- E_tot (eV) = -65606.6390

Here are the Löwdin charges for atoms 1 to 8, given in e:
1 C 0.11
2 C -0.10
3 C -0.13
4 C -0.28
5 O -0.11
6 C -0.08
7 B -0.55
8 O 0.14